## i
Entry from the Open Molecules 2025 dataset: a 23-piece molecular cluster, C69H161N23O23 overall (the ωB97M-V functional and the def2-TZVPD basis).

Summary:
- highest occupied orbital energy (eV) = -8.22
- net charge = 0
- spin multiplicity = 1

CARTESIAN COORDINATES (ANGSTROEM)
C -0.49 6.16 1.69
C -0.96 7.49 2.27
O -0.12 8.43 2.51
N -2.24 7.72 2.38
C -2.87 8.96 2.74
H 0.48 6.20 1.21
H -1.24 5.76 1.01
H -0.38 5.47 2.52
H -2.76 6.86 2.47
H -3.09 9.51 1.83
H -2.25 9.58 3.39
H -3.70 8.84 3.43
C 3.12 0.82 0.99
C 4.51 1.11 1.61
O 5.51 1.49 0.99
N 4.50 0.87 2.96
C 5.63 0.83 3.96
H 2.31 0.71 1.71
H 3.21 -0.11 0.43
H 2.81 1.63 0.32
H 3.70 0.37 3.30
H 5.16 0.83 4.94
H 6.10 1.81 3.96
H 6.23 -0.05 3.71
C 6.03 -4.28 -4.57
C 4.65 -3.83 -4.21
O 3.84 -3.29 -4.99
N 4.26 -4.29 -3.06
C 2.99 -4.03 -2.43
H 6.48 -4.78 -3.72
H 6.58 -3.34 -4.63
H 5.99 -4.73 -5.56
H 4.84 -5.00 -2.62
H 2.62 -4.90 -1.90
H 2.18 -3.95 -3.15
H 3.04 -3.18 -1.75
C 3.00 1.01 -3.77
C 1.95 1.59 -4.69
O 0.76 1.54 -4.31
N 2.35 2.14 -5.86
C 1.39 2.93 -6.72
H 2.52 0.55 -2.91
H 3.60 1.79 -3.31
H 3.71 0.39 -4.31
H 3.29 1.96 -6.18
H 0.69 3.44 -6.06
H 0.74 2.19 -7.19
H 1.83 3.48 -7.55
C -1.71 0.51 6.76
C -1.93 -0.49 5.62
O -2.11 -0.08 4.47
N -2.05 -1.76 5.99
C -2.51 -2.76 5.07
H -2.01 1.52 6.48
H -0.79 0.35 7.32
H -2.35 0.25 7.60
H -1.83 -1.96 6.96
H -1.68 -3.42 4.81
H -3.02 -2.38 4.19
H -3.24 -3.41 5.56
C 5.40 -6.07 0.49
C 4.26 -5.23 0.91
O 3.20 -5.76 1.24
N 4.44 -3.91 0.75
C 3.70 -2.81 1.37
H 6.31 -5.47 0.54
H 5.39 -6.49 -0.52
H 5.67 -6.81 1.24
H 5.27 -3.69 0.22
H 4.30 -1.91 1.27
H 3.64 -3.02 2.44
H 2.76 -2.55 0.89
C -6.08 -0.85 -2.31
C -7.49 -0.48 -2.73
O -8.35 -0.27 -1.84
N -7.56 -0.03 -3.98
C -8.77 0.46 -4.65
H -5.71 -1.74 -2.81
H -6.23 -1.13 -1.27
H -5.50 0.07 -2.42
H -6.82 -0.34 -4.59
H -8.63 0.97 -5.60
H -9.39 1.05 -3.97
H -9.39 -0.36 -5.00
C 0.07 -1.63 2.02
C -0.06 -0.94 0.75
O 0.26 -1.50 -0.30
N -0.50 0.36 0.85
C -0.68 1.31 -0.29
H -0.66 -1.25 2.73
H 1.03 -1.44 2.50
H 0.20 -2.71 1.97
H -0.86 0.69 1.73
H 0.08 2.09 -0.23
H -1.66 1.71 -0.05
H -0.66 0.83 -1.27
C -2.70 -1.34 -1.55
C -3.26 -1.84 -0.18
O -3.23 -2.95 0.15
N -3.89 -0.86 0.41
C -4.33 -1.11 1.79
H -3.34 -1.70 -2.36
H -1.72 -1.76 -1.76
H -2.76 -0.25 -1.53
H -3.81 0.05 -0.02
H -3.50 -1.42 2.43
H -5.22 -1.74 1.83
H -4.52 -0.14 2.24
C -0.57 -7.04 1.94
C -1.27 -5.65 1.89
O -2.19 -5.41 2.66
N -0.85 -4.78 0.93
C 0.15 -4.89 -0.10
H -1.40 -7.72 2.12
H 0.16 -7.11 2.75
H -0.31 -7.41 0.95
H -1.23 -3.85 1.03
H -0.15 -4.57 -1.10
H 0.37 -5.95 -0.19
H 1.06 -4.38 0.22
C -2.62 3.04 3.02
C -3.65 4.19 2.87
O -3.31 5.25 2.38
N -4.87 4.06 3.37
C -5.39 3.04 4.22
H -1.73 3.05 2.39
H -3.07 2.08 2.74
H -2.21 3.01 4.03
H -5.56 4.79 3.35
H -6.04 2.42 3.60
H -6.06 3.59 4.88
H -4.76 2.34 4.76
C -1.57 6.15 -2.44
C -1.47 6.58 -3.93
O -0.60 7.28 -4.41
N -2.39 6.28 -4.82
C -3.67 5.65 -4.51
H -1.35 5.08 -2.38
H -2.53 6.41 -1.99
H -1.02 6.79 -1.76
H -2.20 6.70 -5.72
H -3.96 5.31 -3.52
H -3.94 4.80 -5.14
H -4.36 6.38 -4.95
C -5.89 2.96 -0.12
C -5.04 2.65 -1.27
O -4.03 2.00 -1.05
N -5.32 3.24 -2.46
C -4.99 2.74 -3.85
H -5.19 3.39 0.59
H -6.44 2.08 0.21
H -6.48 3.82 -0.42
H -5.98 4.00 -2.52
H -3.95 2.60 -4.16
H -5.51 3.49 -4.45
H -5.58 1.84 -4.02
C 2.10 -0.84 6.86
C 2.12 0.02 5.59
O 2.40 -0.34 4.45
N 1.63 1.33 5.73
C 1.52 2.41 4.80
H 2.08 -0.30 7.81
H 2.93 -1.53 6.77
H 1.19 -1.42 7.00
H 1.58 1.56 6.71
H 1.35 3.40 5.24
H 0.67 2.36 4.11
H 2.42 2.45 4.19
C 4.37 5.35 0.86
C 3.99 5.00 2.34
O 2.78 5.09 2.72
N 4.99 4.67 3.19
C 4.67 4.41 4.61
H 3.62 5.98 0.37
H 4.67 4.51 0.24
H 5.33 5.88 0.85
H 5.98 4.76 3.05
H 3.83 4.87 5.13
H 5.63 4.62 5.09
H 4.55 3.33 4.63
C -1.93 -8.35 -4.13
C -2.01 -7.06 -3.32
O -1.01 -6.79 -2.61
N -3.05 -6.34 -3.61
C -3.06 -4.98 -3.12
H -2.56 -9.03 -3.56
H -0.89 -8.63 -4.24
H -2.25 -8.24 -5.17
H -3.76 -6.70 -4.23
H -3.91 -5.00 -2.44
H -3.14 -4.40 -4.04
H -2.09 -4.60 -2.82
C -5.39 8.40 -3.07
C -4.93 7.87 -1.71
O -3.96 8.45 -1.24
N -5.45 6.85 -1.11
C -4.82 6.21 0.04
H -4.54 8.47 -3.75
H -5.78 9.35 -2.72
H -6.15 7.74 -3.49
H -6.07 6.34 -1.72
H -4.04 6.85 0.45
H -4.37 5.26 -0.26
H -5.59 6.03 0.79
C 0.80 -1.72 -3.79
C 0.21 -2.83 -4.59
O -1.05 -2.93 -4.68
N 1.04 -3.64 -5.26
C 0.51 -4.81 -5.86
H 0.56 -1.82 -2.73
H 0.32 -0.84 -4.20
H 1.88 -1.58 -3.80
H 1.98 -3.57 -4.92
H 1.40 -5.42 -6.03
H 0.20 -4.61 -6.88
H -0.15 -5.39 -5.21
C 3.13 8.39 -2.59
C 3.20 6.88 -2.52
O 4.22 6.31 -2.18
N 2.07 6.29 -2.86
C 1.92 4.84 -3.10
H 3.07 8.60 -3.66
H 4.08 8.89 -2.39
H 2.19 8.76 -2.18
H 1.28 6.84 -3.17
H 1.90 4.37 -2.11
H 2.56 4.41 -3.87
H 0.88 4.75 -3.42
C 5.97 -0.58 -1.95
C 7.08 -1.58 -1.57
O 6.73 -2.53 -0.91
N 8.30 -1.14 -1.87
C 9.55 -1.91 -1.61
H 6.12 0.42 -1.53
H 5.03 -0.90 -1.51
H 5.95 -0.64 -3.04
H 8.33 -0.32 -2.47
H 9.36 -2.88 -1.15
H 10.27 -1.27 -1.11
H 9.78 -2.20 -2.64
C -4.80 -2.97 -6.25
C -4.52 -1.59 -5.68
O -5.45 -0.75 -5.54
N -3.20 -1.33 -5.38
C -2.72 0.07 -5.01
H -5.56 -3.24 -5.52
H -3.87 -3.52 -6.13
H -5.17 -3.15 -7.26
H -2.50 -2.06 -5.46
H -1.66 0.08 -4.76
H -3.24 0.57 -4.20
H -2.79 0.65 -5.93
C 4.79 -7.08 7.36
C 4.94 -5.58 7.21
O 4.32 -4.84 7.96
N 5.55 -5.11 6.15
C 5.43 -3.74 5.69
H 5.62 -7.47 7.94
H 4.76 -7.51 6.36
H 3.85 -7.35 7.83
H 6.08 -5.78 5.61
H 5.66 -2.91 6.36
H 4.40 -3.56 5.39
H 6.01 -3.63 4.77
C 0.24 -8.35 7.35
C 0.92 -7.80 6.07
O 1.72 -8.55 5.56
N 0.73 -6.52 5.74
C 1.61 -5.86 4.73
H -0.80 -8.03 7.33
H 0.79 -8.04 8.25
H 0.17 -9.43 7.26
H 0.07 -5.96 6.25
H 2.59 -5.62 5.14
H 1.12 -5.02 4.24
H 1.66 -6.39 3.78



## ii
Entry from the Open Molecules 2025 dataset: a 23-piece molecular cluster, C69H161N23O23 overall (the ωB97M-V functional and the def2-TZVPD basis).

Summary:
- highest occupied orbital energy (eV) = -8.54
- net charge = 0
- spin multiplicity = 1

CARTESIAN COORDINATES (ANGSTROEM)
C -27.22 -14.21 9.92
C -25.88 -14.36 9.19
O -25.86 -14.55 7.98
N -24.79 -14.25 9.93
C -23.48 -14.38 9.30
H -27.82 -15.05 9.60
H -27.68 -13.31 9.52
H -27.15 -14.15 11.01
H -24.76 -13.95 10.88
H -22.78 -14.61 10.13
H -23.12 -13.44 8.88
H -23.50 -15.24 8.64
C -33.94 -13.72 11.10
C -33.41 -14.86 10.23
O -34.14 -15.64 9.65
N -32.05 -14.87 10.12
C -31.38 -15.97 9.46
H -34.26 -14.10 12.08
H -34.81 -13.31 10.62
H -33.23 -12.90 11.27
H -31.46 -14.21 10.63
H -30.89 -16.66 10.18
H -30.66 -15.57 8.73
H -32.10 -16.58 8.91
C -35.18 -12.55 3.84
C -36.02 -13.73 4.16
O -35.52 -14.87 4.14
N -37.33 -13.54 4.45
C -38.24 -14.68 4.82
H -35.82 -11.68 3.80
H -34.74 -12.69 2.86
H -34.42 -12.42 4.59
H -37.73 -12.63 4.46
H -37.99 -15.15 5.76
H -38.23 -15.40 4.00
H -39.25 -14.29 4.91
C -29.11 -12.50 2.21
C -28.16 -13.34 1.42
O -28.02 -14.52 1.67
N -27.46 -12.71 0.43
C -27.65 -11.37 -0.04
H -30.03 -12.36 1.63
H -28.68 -11.51 2.46
H -29.37 -13.05 3.10
H -26.91 -13.29 -0.18
H -27.80 -10.69 0.79
H -28.41 -11.35 -0.84
H -26.72 -11.02 -0.50
C -28.97 -13.45 6.38
C -28.29 -12.14 6.57
O -28.99 -11.15 6.43
N -26.97 -12.08 6.85
C -26.39 -10.86 7.40
H -29.35 -13.50 5.38
H -29.86 -13.49 7.01
H -28.39 -14.36 6.55
H -26.45 -12.94 6.96
H -26.22 -10.20 6.54
H -25.41 -11.11 7.79
H -26.99 -10.32 8.12
C -33.45 -6.44 3.71
C -34.93 -6.51 3.56
O -35.52 -5.58 3.00
N -35.52 -7.65 4.03
C -36.97 -7.79 3.88
H -33.09 -6.35 2.69
H -33.06 -7.31 4.27
H -33.24 -5.49 4.20
H -35.00 -8.45 4.36
H -37.26 -7.20 3.04
H -37.44 -7.37 4.77
H -37.32 -8.82 3.71
C -31.16 -9.93 0.03
C -32.50 -10.42 0.58
O -32.72 -11.59 0.85
N -33.45 -9.44 0.72
C -34.73 -9.73 1.28
H -31.17 -8.90 -0.33
H -30.84 -10.55 -0.83
H -30.36 -10.02 0.78
H -33.18 -8.49 0.50
H -35.35 -8.85 1.38
H -34.46 -10.07 2.31
H -35.22 -10.62 0.87
C -25.20 -7.00 7.91
C -26.65 -7.18 8.40
O -26.89 -7.23 9.60
N -27.56 -7.26 7.40
C -28.89 -7.72 7.65
H -24.66 -6.70 8.81
H -25.14 -6.21 7.15
H -24.77 -7.92 7.55
H -27.17 -7.30 6.46
H -29.07 -8.73 7.26
H -29.61 -7.07 7.09
H -29.09 -7.67 8.71
C -24.12 -6.25 4.20
C -25.18 -7.30 4.18
O -26.31 -7.02 4.60
N -24.78 -8.51 3.75
C -25.69 -9.63 3.68
H -24.02 -5.86 5.22
H -24.41 -5.39 3.60
H -23.12 -6.52 3.87
H -23.80 -8.60 3.55
H -26.07 -9.79 2.66
H -26.53 -9.48 4.37
H -25.14 -10.54 3.92
C -35.95 -4.74 6.30
C -37.14 -5.37 7.11
O -37.21 -6.58 7.21
N -38.03 -4.51 7.64
C -39.21 -5.01 8.35
H -36.08 -5.05 5.27
H -35.06 -5.18 6.73
H -35.91 -3.65 6.39
H -38.01 -3.51 7.47
H -39.99 -5.26 7.64
H -39.57 -4.20 8.97
H -38.96 -5.90 8.98
C -30.46 -6.42 -1.06
C -31.69 -5.92 -0.30
O -32.38 -6.75 0.26
N -31.95 -4.63 -0.33
C -33.14 -4.01 0.19
H -29.93 -7.07 -0.35
H -29.69 -5.74 -1.47
H -30.85 -7.04 -1.86
H -31.35 -4.09 -0.89
H -33.65 -3.39 -0.54
H -33.04 -3.40 1.11
H -33.73 -4.93 0.39
C -29.56 -10.81 9.74
C -30.24 -11.60 10.87
O -29.86 -12.71 11.13
N -31.24 -11.01 11.58
C -31.82 -9.66 11.41
H -29.61 -9.75 9.83
H -30.04 -11.14 8.82
H -28.52 -11.11 9.71
H -31.60 -11.57 12.32
H -31.71 -9.19 10.45
H -31.40 -8.98 12.17
H -32.90 -9.68 11.58
C -29.36 -7.34 3.71
C -28.55 -7.92 2.59
O -28.73 -9.07 2.21
N -27.74 -7.07 1.93
C -27.00 -7.46 0.74
H -30.40 -7.42 3.39
H -29.08 -6.31 3.88
H -29.21 -7.94 4.61
H -27.62 -6.12 2.23
H -26.13 -6.82 0.57
H -27.62 -7.39 -0.14
H -26.73 -8.51 0.76
C -31.51 -4.57 6.34
C -31.83 -3.20 5.86
O -31.53 -2.81 4.75
N -32.60 -2.44 6.72
C -32.99 -2.81 8.02
H -32.37 -5.25 6.24
H -31.15 -4.64 7.37
H -30.70 -4.90 5.68
H -32.77 -1.48 6.47
H -33.48 -2.03 8.60
H -32.07 -3.03 8.59
H -33.61 -3.70 8.08
C -23.91 -16.74 5.96
C -24.04 -15.70 4.85
O -23.33 -15.78 3.86
N -25.01 -14.77 4.96
C -25.21 -13.78 3.91
H -24.66 -16.61 6.76
H -22.88 -16.65 6.33
H -24.03 -17.68 5.44
H -25.52 -14.63 5.81
H -25.36 -14.29 2.98
H -24.29 -13.20 3.81
H -26.04 -13.10 4.15
C -34.17 -7.01 9.22
C -35.12 -7.48 10.33
O -34.66 -7.85 11.43
N -36.44 -7.59 10.04
C -37.43 -8.16 10.93
H -34.13 -5.92 9.10
H -34.42 -7.37 8.22
H -33.15 -7.34 9.44
H -36.72 -7.38 9.08
H -37.98 -8.92 10.37
H -38.15 -7.42 11.27
H -36.97 -8.58 11.83
C -30.86 -13.60 -1.79
C -30.34 -12.75 -2.93
O -29.87 -11.65 -2.79
N -30.54 -13.31 -4.16
C -29.82 -12.78 -5.31
H -30.55 -14.65 -1.77
H -31.96 -13.58 -1.91
H -30.63 -13.10 -0.85
H -30.77 -14.28 -4.21
H -28.75 -12.86 -5.09
H -30.01 -11.72 -5.43
H -30.08 -13.33 -6.21
C -39.96 -11.81 6.42
C -38.63 -11.34 7.08
O -38.39 -11.51 8.23
N -37.81 -10.68 6.21
C -36.61 -9.96 6.67
H -39.93 -11.75 5.33
H -40.78 -11.15 6.75
H -40.18 -12.84 6.71
H -38.11 -10.41 5.29
H -36.30 -10.31 7.64
H -36.84 -8.88 6.62
H -35.75 -10.09 5.98
C -35.02 -13.72 -1.08
C -34.44 -14.80 -0.13
O -34.82 -15.92 -0.27
N -33.59 -14.41 0.84
C -33.05 -15.25 1.85
H -36.07 -13.64 -0.80
H -34.92 -14.02 -2.12
H -34.54 -12.76 -0.91
H -33.28 -13.45 0.86
H -32.13 -15.81 1.64
H -33.87 -15.93 2.07
H -32.95 -14.66 2.77
C -25.68 -9.01 15.48
C -26.10 -9.37 14.02
O -25.32 -9.92 13.27
N -27.37 -9.09 13.68
C -27.80 -9.28 12.30
H -24.75 -9.59 15.64
H -26.41 -9.30 16.25
H -25.39 -7.95 15.58
H -27.90 -8.42 14.17
H -28.86 -9.01 12.19
H -27.68 -10.32 12.02
H -27.25 -8.68 11.58
C -32.19 -5.11 11.61
C -31.11 -5.17 10.52
O -31.22 -5.88 9.55
N -30.01 -4.39 10.67
C -28.98 -4.33 9.68
H -31.81 -5.02 12.64
H -32.76 -6.03 11.53
H -32.91 -4.29 11.41
H -30.12 -3.64 11.32
H -28.06 -3.79 9.97
H -29.37 -3.97 8.72
H -28.70 -5.38 9.53
C -31.56 -10.63 4.04
C -32.30 -10.06 5.22
O -33.44 -9.56 5.04
N -31.68 -10.25 6.40
C -32.42 -9.93 7.62
H -31.58 -9.84 3.30
H -32.21 -11.43 3.67
H -30.55 -10.98 4.29
H -30.77 -10.68 6.48
H -31.82 -9.20 8.17
H -32.53 -10.86 8.20
H -33.42 -9.50 7.41
C -32.79 -17.20 5.13
C -32.20 -15.96 5.80
O -31.09 -15.91 6.22
N -33.09 -14.95 5.93
C -32.74 -13.76 6.68
H -32.51 -18.06 5.77
H -32.32 -17.33 4.15
H -33.87 -17.16 4.95
H -33.97 -15.00 5.42
H -32.33 -14.06 7.65
H -33.63 -13.13 6.79
H -31.97 -13.23 6.15



Quick ranking, most stable first: ii, i.